Here is a cluster of 2 separate species, C6H16O in total at a distorted geometry from the OMol25 dataset. Energies are from ωB97M-V with the def2-TZVPD basis set.

Calculated values
**Relative energy (zero: lowest compared OMol25 entry of this formula, charge and spin)**: 1.110 eV
**Kohn-Sham gap**: 11.252 eV
**SMILES**: CC(C)O.CCC
**HOMO energy**: -10.2 eV

Cartesian coordinates (Å):
C1 1.0650 1.2056 -0.1050
C2 -0.0200 1.9765 -0.8377
C3 -1.2377 2.4337 -0.0532
O1 0.6041 3.1094 -1.4662
H1 1.0339 1.4877 0.9518
H2 2.0451 1.2185 -0.5701
H3 0.8543 0.1308 -0.0516
H4 -0.3772 1.4457 -1.7233
H5 -0.9947 3.1594 0.7286
H6 -1.8074 3.0022 -0.7860
H7 -1.7871 1.6214 0.4178
H8 0.7674 3.8459 -0.8709
C4 1.1709 -2.4602 -0.1252
C5 -0.3527 -2.4838 -0.0839
C6 -0.9270 -1.9337 1.2285
H9 1.7331 -1.5495 0.0372
H10 1.4350 -3.1670 0.6600
H11 1.5230 -2.8374 -1.0868
H12 -0.9024 -3.4085 -0.2337
H13 -0.6035 -1.6914 -0.7753
H14 -2.0008 -1.7873 1.2111
H15 -0.5713 -0.9102 1.3604
H16 -0.6500 -2.4079 2.1733

Cartesian forces (eV/Å) of the 2 atoms listed first:
C -1.0 -1.3 0.8
C 0.8 0.6 -0.7